1.
{
  "formula": "C2H8NO2",
  "method": "ωB97M-V/def2-TZVPD",
  "total_charge": 1,
  "energy_ha": -285.97972,
  "gap_ha": 0.4579,
  "homo_energy_ev": -15.857,
  "lumo_ha": -0.125,
  "species": ["C", "N", "H", "H", "H", "H", "H", "H", "O", "C", "O", "H", "H"],
  "positions_angstrom": [[0.755514, 0.758902, 1.174997], [0.756197, 1.241819, -0.238298], [-0.288387, 0.760039, 1.492056], [1.380542, 1.372494, 1.799780], [0.929773, -0.293020, 1.162335], [0.350085, 0.527189, -0.896591], [0.376515, 2.181777, -0.284536], [1.708103, 1.234452, -0.621241], [-0.203497, -0.944777, -1.535587], [-1.232885, -1.399239, -1.110183], [-1.522824, -1.536822, 0.197465], [-2.053506, -1.704144, -1.765920], [-0.955632, -2.198671, 0.625724]],
  "forces_ev_per_angstrom": [[-1.7, -0.2, -0.4], [1.2, -0.6, -0.4], [0.1, 0.6, 0.2], [0.3, -0.1, 0.1], [1.1, -0.6, 0.1], [-0.7, 0.4, 0.6], [-0.2, 0.0, -0.5], [0.1, 0.6, 0.4], [0.0, 0.0, 0.1], [-0.2, -0.2, -0.2], [0.0, -0.3, 0.0], [-0.1, 0.1, 0.0], [0.1, 0.3, 0.1]],
  "nbo_charge": [-0.42, -0.69, 0.24, 0.24, 0.23, 0.47, 0.44, 0.44, -0.60, 0.70, -0.71, 0.15, 0.52]
}



2.
{
  "formula": "C4H8N4O5",
  "method": "ωB97M-V/def2-TZVPD",
  "energy_ha": -752.11321,
  "gap_ha": 0.3614,
  "homo_energy_ev": -10.046,
  "lumo_ha": -0.008,
  "species": ["C", "C", "C", "C", "N", "N", "N", "N", "O", "O", "O", "O", "O", "H", "H", "H", "H", "H", "H", "H", "H"],
  "positions_angstrom": [[0.231326, -1.320855, -1.310558], [0.467131, 0.053301, -1.941349], [-0.572631, 1.043016, -1.463427], [0.796260, 1.352852, 0.478190], [-0.113395, 1.761035, -0.304202], [-0.068494, -0.304127, 1.792446], [0.821142, -1.258870, 2.056887], [-1.427855, -0.503168, 1.904047], [1.100506, -2.129936, -1.216229], [1.989071, -0.872793, 1.944384], [0.492126, -2.400320, 2.258510], [-2.101527, 0.003915, 0.970886], [-1.865323, -1.224459, 2.756420], [-0.943496, -1.592153, -1.210845], [1.409914, 0.508239, -2.017376], [0.062710, -0.132038, -2.983943], [-1.428886, 0.513285, -1.209180], [-0.653550, 1.846319, -2.199090], [1.573495, 0.458699, 0.239372], [1.084984, 1.895907, 1.369659], [-0.853507, 2.302151, 0.085400]],
  "forces_ev_per_angstrom": [[-1.0, -0.2, -1.1], [-3.4, -0.6, -1.2], [2.6, 1.1, -1.2], [3.3, -3.0, 1.0], [-0.7, -0.3, 0.4], [-0.5, 2.9, -0.9], [0.1, -1.0, 0.0], [0.3, -1.9, -1.5], [-0.1, -0.3, 0.6], [0.0, 0.1, 0.1], [-0.1, -0.5, 0.3], [0.7, 0.2, 1.3], [-0.4, 0.5, 0.4], [2.2, 0.5, 0.2], [1.6, -0.1, 0.1], [0.8, -0.1, 0.7], [-2.0, -0.5, 0.2], [-0.8, -0.4, -0.2], [-2.0, 2.5, 0.2], [-0.4, 0.1, 0.0], [-0.2, 1.0, 0.5]],
  "nbo_charge": [0.43, -0.53, -0.23, 0.10, -0.48, -0.37, 0.61, 0.62, -0.49, -0.47, -0.38, -0.50, -0.32, 0.12, 0.24, 0.25, 0.25, 0.21, 0.28, 0.23, 0.42]
}



3.
{
  "formula": "C5H13F2N2",
  "method": "ωB97M-V/def2-TZVPD",
  "total_charge": 1,
  "energy_ha": -507.21693,
  "gap_ha": 0.2870,
  "homo_energy_ev": -12.874,
  "lumo_ha": -0.186,
  "species": ["C", "C", "C", "C", "C", "N", "N", "F", "F", "H", "H", "H", "H", "H", "H", "H", "H", "H", "H", "H", "H", "H"],
  "positions_angstrom": [[1.591724, -1.654458, 0.278677], [2.678334, 0.452870, -0.246759], [-1.410124, 1.325085, -1.136498], [-0.862501, 0.349230, 1.018252], [-3.032753, -0.242424, 0.100294], [1.905017, -0.258003, 0.773364], [-1.759038, 0.583045, 0.084330], [-2.636928, -1.471652, 0.195062], [-3.609934, -0.155510, -1.126227], [2.538609, -2.147261, 0.361088], [0.835186, -1.962256, 0.905896], [1.208040, -1.488107, -0.653578], [3.232932, 1.247090, 0.300671], [3.385306, -0.104110, -0.839574], [1.968514, 0.902442, -0.993088], [-0.375653, 1.737310, -1.048785], [-1.432595, 0.632327, -1.961648], [-2.021100, 2.172501, -1.469797], [2.296784, -0.266472, 1.665982], [0.195641, 0.646518, 1.051189], [-1.043488, -0.403014, 1.831118], [-3.651983, 0.104851, 0.910033]],
  "forces_ev_per_angstrom": [[2.2, 3.0, 2.3], [-0.5, 1.8, 0.8], [1.3, 1.0, -0.7], [-1.6, -0.7, -0.3], [0.5, 1.0, -1.9], [-1.2, -0.5, -2.6], [1.7, -0.2, 1.3], [0.3, -1.8, 0.9], [0.1, 0.8, 1.1], [0.0, -1.2, -0.5], [-1.4, -1.7, 1.3], [-0.7, -0.2, -2.7], [-0.3, -0.2, -0.8], [0.4, -0.7, 0.1], [0.6, -0.1, 0.7], [-0.8, -0.6, 0.2], [0.1, -0.4, -0.2], [-0.5, -0.3, 0.9], [1.2, -0.1, 1.4], [0.0, 0.6, -0.7], [-0.6, 0.8, -0.9], [-0.6, -0.1, 0.1]],
  "nbo_charge": [-0.41, -0.42, -0.45, 0.11, 0.71, -0.65, -0.31, -0.29, -0.30, 0.21, 0.18, 0.19, 0.22, 0.20, 0.17, 0.24, 0.25, 0.26, 0.37, 0.29, 0.23, 0.18]
}



4.
{
  "formula": "C43H67BaIN12O2",
  "method": "ωB97M-V/def2-TZVPD",
  "energy_ha": -2809.49902,
  "gap_ha": 0.2540,
  "homo_energy_ev": -6.591,
  "lumo_ha": 0.012,
  "species": ["Ba", "C", "N", "C", "C", "N", "C", "C", "N", "C", "C", "N", "C", "N", "C", "C", "N", "C", "C", "C", "C", "N", "C", "N", "C", "C", "N", "C", "C", "N", "C", "C", "H", "H", "H", "H", "H", "H", "H", "H", "H", "H", "H", "H", "H", "H", "H", "H", "H", "H", "H", "H", "H", "H", "H", "H", "H", "H", "H", "H", "H", "H", "H", "H", "H", "H", "H", "H", "H", "H", "H", "H", "H", "H", "H", "H", "H", "H", "H", "H", "N", "C", "C", "C", "C", "C", "C", "C", "C", "C", "C", "C", "C", "H", "H", "H", "H", "H", "H", "H", "H", "H", "H", "C", "C", "C", "N", "H", "H", "H", "H", "H", "I", "C", "C", "C", "C", "C", "C", "C", "O", "O", "H", "H", "H", "H"],
  "positions_angstrom": [[-0.132209, -0.262950, 0.336865], [-4.898377, 2.502654, -3.011010], [-3.620165, 1.971939, -2.597120], [-2.463717, 2.756333, -2.979898], [-3.500785, 0.929071, -1.691716], [-2.586257, 0.024110, -1.737950], [-1.870561, -0.157231, -2.991012], [-1.597106, -1.644056, -3.180468], [-0.341407, -2.038345, -2.518863], [-0.395856, -3.399192, -1.974441], [-1.410715, -3.585397, -0.851163], [-0.916831, -3.095886, 0.426918], [-1.409890, -3.624766, 1.499878], [-2.564067, -4.399870, 1.513652], [-2.689969, -5.595962, 2.314305], [-3.785357, -3.882807, 0.938574], [-0.761201, -3.514987, 2.702417], [0.586589, -2.985359, 2.725473], [-1.490640, -3.322065, 3.943278], [0.721511, -1.925433, -3.529907], [2.139970, -1.782315, -3.010940], [2.309711, -0.465358, -2.443927], [3.443608, 0.131629, -2.530174], [4.651897, -0.465270, -2.858591], [5.714526, 0.268920, -3.512556], [5.072343, -1.711051, -2.253886], [3.504081, 1.504696, -2.350563], [4.353538, 1.994359, -1.269102], [2.250562, 2.226043, -2.462602], [-4.496349, 0.856481, -0.740226], [-4.646131, -0.375687, -0.002618], [-4.930418, 2.044075, -0.027261], [-4.921052, 2.592943, -4.101116], [-5.094072, 3.497335, -2.592090], [-5.697688, 1.833580, -2.702467], [-2.582786, 3.793294, -2.644599], [-2.329073, 2.763916, -4.066547], [-1.568489, 2.357143, -2.511406], [-0.906515, 0.368759, -2.982646], [-2.443243, 0.237288, -3.839434], [-1.564066, -1.912240, -4.246874], [-2.440899, -2.183799, -2.759524], [0.591437, -3.654072, -1.581517], [-0.615478, -4.123770, -2.778907], [-1.666474, -4.651198, -0.790320], [-2.338124, -3.076554, -1.124941], [-1.717284, -5.879739, 2.708693], [-3.065787, -6.416985, 1.696666], [-3.382677, -5.468047, 3.154872], [-3.634170, -2.855530, 0.616859], [-4.580026, -3.883591, 1.693078], [-4.129171, -4.472215, 0.081666], [1.091222, -3.256364, 1.807337], [1.131021, -3.408400, 3.572016], [0.607686, -1.892822, 2.834846], [-1.089920, -3.977880, 4.720193], [-2.546346, -3.537612, 3.811273], [-1.397024, -2.286106, 4.276834], [0.519567, -1.035940, -4.128653], [0.661903, -2.790120, -4.214198], [2.832757, -1.951908, -3.846900], [2.348899, -2.593420, -2.300632], [5.322942, 1.187437, -3.938738], [6.138569, -0.343006, -4.313380], [6.527283, 0.521556, -2.820945], [5.351496, -2.449425, -3.011152], [4.283240, -2.125577, -1.636455], [5.939778, -1.542196, -1.605372], [5.239589, 1.371252, -1.167197], [3.819734, 1.989472, -0.308679], [4.672207, 3.016106, -1.481790], [1.710191, 1.889218, -3.345054], [2.476371, 3.289089, -2.566354], [1.602003, 2.083845, -1.595686], [-4.470037, -1.216321, -0.669633], [-5.664455, -0.432586, 0.389871], [-3.941240, -0.445639, 0.833449], [-4.490409, 2.932379, -0.470780], [-4.585428, 2.006612, 1.008186], [-6.020505, 2.136697, -0.046393], [2.518350, -1.534540, 0.264589], [3.234568, -1.941693, 1.407507], [3.611453, -3.277691, 1.527491], [4.254046, -3.740660, 2.663989], [4.540134, -2.855047, 3.691535], [4.189249, -1.519624, 3.553441], [3.540138, -1.025703, 2.421462], [3.209851, 0.428902, 2.329780], [4.227728, 1.312549, 2.709912], [3.987711, 2.674936, 2.789354], [2.711879, 3.140352, 2.507656], [1.727553, 2.248733, 2.090193], [1.913349, 0.856849, 1.950007], [2.579648, -2.213387, -0.477601], [2.800090, -0.625557, -0.082138], [3.380373, -3.962655, 0.716273], [4.527381, -4.785459, 2.741804], [5.033384, -3.196804, 4.592256], [4.405410, -0.824006, 4.355461], [5.216066, 0.929900, 2.945946], [4.777097, 3.356603, 3.083051], [2.486613, 4.198491, 2.600940], [0.748878, 2.680501, 1.882329], [-4.315118, 1.577569, 4.387502], [-2.946823, 1.821986, 3.754101], [-2.418118, 0.626029, 3.105874], [-2.030980, -0.333397, 2.606656], [-4.667267, 2.495433, 4.855465], [-4.269837, 0.800142, 5.149195], [-5.043938, 1.276597, 3.635151], [-2.209885, 2.140679, 4.494060], [-2.967476, 2.595572, 2.986420], [0.454875, 8.867078, -0.978125], [-0.049810, 6.875228, -0.614880], [-1.372342, 6.540636, -0.359912], [-1.696818, 5.216045, -0.110487], [-0.721313, 4.226812, -0.146908], [0.597721, 4.580224, -0.396355], [0.941709, 5.905419, -0.620331], [-1.109741, 2.792164, 0.110499], [-2.086162, 2.570750, 0.843417], [-0.414040, 1.886861, -0.453939], [-2.137650, 7.304769, -0.348173], [-2.716584, 4.933807, 0.119486], [1.359132, 3.814193, -0.380739], [1.973730, 6.179246, -0.793993]],
  "forces_ev_per_angstrom": [[0.0, -2.0, 0.2], [0.0, 0.0, 0.0], [0.0, 0.0, 0.1], [0.0, 0.0, 0.0], [0.0, 0.1, 0.0], [0.0, 0.0, 0.0], [0.0, 0.0, 0.0], [0.0, 0.0, 0.0], [0.0, 0.0, 0.0], [-0.1, 0.0, -0.1], [0.0, 0.0, 0.0], [-0.1, 0.0, 0.1], [0.1, -0.1, 0.0], [0.0, 0.1, 0.0], [0.0, 0.0, 0.0], [0.0, 0.0, 0.0], [0.0, 0.1, 0.0], [0.0, 0.0, 0.0], [0.0, -0.1, 0.0], [-0.1, -0.1, 0.0], [0.0, 0.0, 0.0], [-0.1, -0.1, 0.1], [0.1, 0.1, 0.0], [0.0, 0.0, 0.0], [0.0, 0.0, 0.0], [0.0, 0.0, 0.0], [0.1, -0.1, 0.0], [0.0, 0.0, 0.0], [0.0, 0.0, 0.0], [0.0, 0.0, -0.1], [0.0, 0.0, 0.0], [0.0, 0.0, -0.1], [0.0, 0.0, 0.0], [0.0, 0.0, 0.0], [0.0, 0.0, 0.0], [0.0, 0.0, 0.0], [0.0, 0.0, 0.0], [0.0, 0.0, 0.0], [0.0, 0.0, 0.0], [0.0, 0.0, 0.0], [0.1, 0.0, 0.0], [0.0, 0.0, 0.0], [0.0, 0.0, 0.0], [0.0, 0.0, 0.0], [0.1, 0.0, 0.0], [0.0, 0.0, 0.0], [0.0, 0.0, 0.0], [0.0, 0.0, 0.0], [0.0, 0.0, 0.0], [0.0, 0.0, 0.0], [0.0, 0.0, 0.0], [0.0, 0.0, 0.0], [0.0, 0.0, 0.0], [0.0, 0.0, 0.0], [0.0, 0.0, 0.0], [0.0, 0.0, 0.0], [0.0, 0.0, 0.0], [0.0, 0.0, 0.0], [0.0, 0.0, 0.0], [0.0, 0.0, 0.0], [0.0, 0.0, 0.0], [0.0, 0.0, 0.0], [0.0, 0.0, 0.0], [0.0, 0.0, 0.0], [0.0, 0.0, 0.0], [0.0, 0.0, 0.0], [0.0, 0.0, 0.0], [0.0, 0.0, 0.0], [0.0, 0.0, 0.0], [0.0, 0.0, 0.0], [0.0, 0.0, 0.0], [0.0, 0.0, 0.0], [0.0, 0.0, 0.0], [0.0, 0.0, 0.0], [0.0, 0.0, 0.0], [0.0, 0.0, 0.0], [0.0, 0.0, 0.0], [0.0, 0.0, 0.0], [0.0, 0.0, 0.0], [0.0, 0.0, 0.0], [0.1, -0.1, 0.1], [0.1, 0.0, -0.1], [0.0, 0.0, 0.0], [0.0, 0.0, 0.0], [0.0, 0.0, 0.0], [0.0, 0.0, 0.0], [0.0, 0.0, 0.0], [-0.1, 0.0, 0.0], [0.0, 0.0, 0.0], [0.0, 0.0, 0.0], [0.0, 0.1, -0.1], [0.0, -0.1, 0.0], [0.2, 0.1, 0.2], [0.0, 0.0, 0.0], [0.0, 0.0, 0.1], [0.0, 0.0, 0.0], [0.0, 0.0, 0.0], [0.0, 0.0, 0.0], [0.0, 0.0, 0.0], [0.0, 0.0, 0.0], [0.0, 0.0, 0.0], [0.0, 0.0, 0.0], [0.0, 0.0, 0.0], [0.0, 0.0, 0.0], [0.2, 0.0, 0.0], [0.0, -0.1, 0.0], [0.0, 0.0, 0.0], [0.0, 0.0, 0.0], [0.0, 0.0, 0.0], [0.0, 0.0, 0.0], [0.0, 0.0, 0.0], [-0.1, 0.0, -0.1], [0.0, 0.0, 0.0], [0.0, -0.1, 0.0], [0.0, 0.0, 0.0], [0.0, 0.0, 0.0], [0.0, 0.0, 0.0], [0.0, 0.0, 0.0], [0.0, 0.0, 0.0], [-0.1, -0.1, -0.1], [0.0, 0.0, 0.0], [-0.2, 2.2, -0.7], [0.0, 0.0, 0.0], [0.0, 0.0, 0.0], [0.0, 0.0, 0.0], [0.0, 0.0, 0.0]],
  "mulliken_charge": [1.23, -1.22, 0.51, -0.77, 0.48, -0.16, 0.02, -1.64, 1.84, -1.45, -0.31, -0.09, 0.23, 0.57, -1.20, -0.84, 0.29, -0.98, -1.14, -1.83, -0.92, 0.42, 0.34, 0.36, -1.16, -0.65, 0.05, -0.82, -0.54, 0.16, -0.82, -0.70, 0.34, 0.35, 0.36, 0.35, 0.31, -0.19, -0.20, 0.52, 0.37, 0.29, 0.07, 0.43, 0.44, -0.01, 0.35, 0.35, 0.36, -0.13, 0.41, 0.29, 0.20, 0.36, 0.40, 0.26, 0.41, 0.28, 0.41, 0.42, 0.42, 0.22, 0.36, 0.34, 0.36, 0.26, 0.10, 0.33, 0.33, -0.01, 0.37, 0.34, 0.36, -0.15, 0.38, 0.36, -0.03, 0.16, -0.01, 0.28, 1.42, -0.70, -0.10, -0.81, -0.92, -0.70, 0.74, -0.28, -0.69, -1.09, -0.69, -0.92, 1.37, -0.66, -0.39, 0.40, 0.40, 0.40, 0.54, 0.50, 0.37, 0.44, 0.34, -1.36, -0.10, 0.08, -0.08, 0.36, 0.38, 0.32, 0.52, 0.03, 0.06, -0.19, -0.68, -0.65, 0.12, 0.39, -1.24, -0.07, -0.61, -0.01, 0.40, 0.38, 0.71, 0.47]
}